1.
Below is an isolated ion of composition C5H12NO and charge +1 at a distorted geometry, with properties calculated with the ωB97M-V functional and the def2-TZVPD basis.

Each line ends with the Mulliken charge.
CARTESIAN COORDINATES (ANGSTROEM)
1 C -1.685 -0.836 0.635  -0.5567
2 O -0.395 -1.581 0.686  -0.5506
3 C -1.531 0.614 -0.016  -0.6498
4 C -0.270 1.379 0.484  -0.5008
5 C 0.762 1.406 -0.659  -0.3712
6 C 1.786 0.539 -0.643  -0.3602
7 N 1.914 -0.936 -0.698  -0.2397
8 H -2.092 -0.669 1.706  0.3009
9 H -2.441 -1.415 0.271  0.5078
10 H -0.598 -2.513 0.809  0.2779
11 H -2.499 1.047 0.305  0.3632
12 H -1.412 0.613 -1.080  0.3845
13 H 0.436 0.896 1.241  0.4231
14 H -0.457 2.404 0.767  0.3373
15 H 0.649 2.295 -1.366  0.3628
16 H 2.817 0.762 -0.315  0.3041
17 H 0.899 -0.917 -0.592  0.1170
18 H 1.920 -1.562 -1.662  0.4574
19 H 2.196 -1.526 0.127  0.3931

HOMO energy ... -12.9 eV
Net charge ... +1
DFT total energy ... -327.25396 Ha
Structure (SMILES) ... [NH3+]/C=C\CCCO


2.
Below is a 2-piece molecular cluster, C5H12NO overall at a distorted geometry, with properties calculated with the ωB97M-V functional and the def2-TZVPD basis.

Each line ends with the Löwdin spin population.
CARTESIAN COORDINATES (ANGSTROEM)
1 C 1.054 1.977 2.171  0.0000
2 C -1.051 0.848 1.704  0.0001
3 N -0.155 1.684 1.358  -0.0002
4 H 1.220 3.052 2.107  0.0000
5 H 1.902 1.453 1.737  0.0000
6 H 0.826 1.730 3.203  0.0000
7 H -0.901 0.362 2.662  0.0000
8 H -1.906 0.669 1.068  0.0000
9 H -0.109 1.988 0.387  0.0000
10 C 0.053 -2.441 -2.110  0.5106
11 C -0.036 -1.222 -1.410  0.2531
12 O -0.497 -1.233 -0.165  0.1478
13 C 0.438 0.083 -1.906  0.0300
14 H 0.520 -2.467 -3.087  0.0192
15 H -0.336 -3.352 -1.666  0.0183
16 H -0.166 -2.059 0.246  0.0035
17 H 0.849 0.028 -2.912  -0.0006
18 H -0.441 0.738 -1.940  0.0089
19 H 1.263 0.433 -1.282  0.0093

<S²> ... 0.753
2S+1 ... 2
HOMO energy (alpha / beta) ... -20.0 / -20.9 eV
Net charge ... +2
DFT total energy ... -326.95709 Ha


3.
Below is a 2-piece molecular cluster, C5H12NO overall, with properties calculated with the ωB97M-V functional and the def2-TZVPD basis.

Each line ends with the Löwdin spin population.
CARTESIAN COORDINATES (ANGSTROEM)
1 C 0.577 -3.523 -0.186  0.0807
2 C 0.041 -2.164 -0.246  0.3661
3 C 0.108 -1.391 -1.403  0.2779
4 O -0.362 -0.168 -1.427  0.2047
5 H -0.230 -4.224 0.065  0.0289
6 H 1.013 -3.834 -1.134  -0.0011
7 H 1.339 -3.582 0.601  0.0278
8 H -0.451 -1.776 0.640  0.0094
9 H 0.536 -1.770 -2.327  0.0065
10 H -0.170 0.191 -2.315  -0.0003
11 C 0.782 2.348 1.246  0.0000
12 C -1.497 2.295 0.349  -0.0002
13 N -0.505 2.925 0.833  0.0000
14 H 0.855 2.368 2.331  0.0000
15 H 1.582 2.945 0.815  0.0000
16 H 0.822 1.330 0.873  -0.0001
17 H -1.500 1.216 0.349  -0.0002
18 H -2.342 2.878 -0.002  0.0000
19 H -0.597 3.936 0.936  0.0000

<S²> ... 0.753
2S+1 ... 2
HOMO energy (alpha / beta) ... -18.8 / -20.9 eV
Net charge ... +2
DFT total energy ... -326.98304 Ha


4.
Below is a 2-piece molecular cluster, C5H12NO2 overall at a distorted geometry, with properties calculated with the ωB97M-V functional and the def2-TZVPD basis.

Each line ends with the Mulliken charge.
CARTESIAN COORDINATES (ANGSTROEM)
1 O 1.793 -1.228 -2.044  -0.4970
2 C 1.432 -1.222 -0.668  -0.4019
3 C 0.890 0.155 -0.436  -0.5468
4 C 0.290 0.221 1.032  -0.8284
5 C -1.197 -0.178 0.907  0.5772
6 C -1.381 -1.423 1.323  -0.5773
7 N -1.965 0.821 0.370  -0.2445
8 H 2.334 -1.379 -0.073  0.3151
9 H 0.064 0.370 -1.083  0.4207
10 H 1.653 0.900 -0.646  0.5037
11 H 0.720 -0.495 1.717  0.5153
12 H 0.343 1.286 1.341  0.2999
13 H -0.549 -1.945 1.833  0.3002
14 H -2.252 -2.082 1.108  0.2990
15 H -2.940 0.663 0.543  0.3132
16 H -0.374 3.882 -1.062  0.3118
17 H 0.596 -1.918 -0.461  0.2036
18 H -1.167 2.683 -0.391  0.3154
19 H 2.037 -2.041 -2.458  0.3144
20 O -0.326 2.933 -0.851  -0.5938

HOMO energy ... -14.0 eV
Net charge ... +1
DFT total energy ... -402.50411 Ha


5.
Below is a 2-piece molecular cluster, C5H12NO2 overall at a distorted geometry, with properties calculated with the ωB97M-V functional and the def2-TZVPD basis.

Each line ends with the Mulliken charge.
CARTESIAN COORDINATES (ANGSTROEM)
1 C -0.914 -0.265 -0.857  -1.1674
2 C 0.294 -0.074 -1.709  0.7706
3 C 1.352 0.677 -1.461  -0.9721
4 N 0.247 -0.837 -2.984  -0.2772
5 H -0.957 0.542 -0.131  0.2117
6 H -1.836 -0.258 -1.439  0.4345
7 H -0.849 -1.192 -0.282  0.3378
8 H 2.151 0.818 -2.178  0.2634
9 H 1.438 1.208 -0.525  0.2626
10 H -0.380 -0.411 -3.670  0.3617
11 H -0.103 -1.779 -2.768  0.3947
12 H 1.173 -0.935 -3.408  0.3579
13 O -1.567 -0.638 2.359  -0.5286
14 C -0.475 -0.193 2.568  0.6581
15 O 0.652 -0.942 2.427  -0.4521
16 C -0.178 1.252 2.864  -0.9676
17 H 0.294 -1.837 2.267  0.3610
18 H -0.280 1.475 3.928  0.3376
19 H -0.913 1.876 2.364  0.3078
20 H 0.851 1.514 2.634  0.3055

HOMO energy ... -13.5 eV
Net charge ... +1
DFT total energy ... -402.69191 Ha


6.
Below is an isolated ion of composition C5H12NO2 and charge +1 at a distorted geometry, with properties calculated with the ωB97M-V functional and the def2-TZVPD basis.

Each line ends with the Mulliken charge.
CARTESIAN COORDINATES (ANGSTROEM)
1 C -1.152 -1.122 -0.653  -0.5063
2 C -0.122 -1.625 0.273  -0.8878
3 C 0.800 0.624 0.866  -0.4909
4 C -1.816 0.107 -0.190  0.5641
5 C 1.161 1.640 -0.190  -1.0855
6 N 1.109 -0.752 0.366  -0.0386
7 O -1.780 1.188 -0.969  -0.3640
8 O -2.585 0.013 0.855  -0.3948
9 H -0.781 -0.906 -1.671  0.3795
10 H -1.940 -1.891 -0.708  0.3750
11 H -0.601 -1.525 1.382  0.3757
12 H 0.115 -2.681 -0.073  0.3915
13 H 1.153 0.766 1.916  0.3205
14 H 0.615 1.371 -1.068  0.3041
15 H 2.291 1.712 -0.404  0.2715
16 H 0.894 2.590 0.158  0.3385
17 H 1.694 -1.240 1.019  0.3350
18 H 1.290 -0.774 -0.701  0.3871
19 H -2.366 1.929 -0.765  0.3446
20 H -3.195 0.787 1.029  0.3808

HOMO energy (alpha / beta) ... -10.7 / -10.6 eV
Net charge ... +1
DFT total energy ... -402.56002 Ha


7.
Below is a 2-piece molecular cluster, C5H12NO2 overall at a distorted geometry, with properties calculated with the ωB97M-V functional and the def2-TZVPD basis.

Each line ends with the Mulliken charge.
CARTESIAN COORDINATES (ANGSTROEM)
1 O -0.125 1.470 -0.480  -0.5522
2 C 0.275 1.411 0.656  0.0648
3 C 0.467 0.109 1.379  -0.6667
4 C 1.402 -0.907 0.686  -0.5883
5 C 1.338 -1.069 -0.820  -0.7081
6 C -0.530 -2.234 -1.869  -0.0775
7 N -0.015 -1.213 -1.334  0.1514
8 H 0.465 2.328 1.240  0.3788
9 H 0.834 0.361 2.336  0.4285
10 H -0.478 -0.421 1.523  0.2876
11 H 2.453 -0.791 0.978  0.3629
12 H 1.175 -1.853 1.152  0.3317
13 H 1.820 -0.279 -1.388  0.3134
14 H 1.928 -1.934 -1.107  0.4235
15 H -1.536 -2.153 -2.270  0.2806
16 H -0.021 -3.188 -1.997  0.2670
17 H -0.539 -0.330 -1.207  0.2902
18 H -2.622 3.887 1.502  0.3114
19 H -3.528 3.525 0.247  0.3070
20 O -2.762 3.282 0.773  -0.6058

HOMO energy ... -13.9 eV
Net charge ... +1
DFT total energy ... -402.66738 Ha


8.
Below is a 2-piece molecular cluster, C5H12NO3 overall at a distorted geometry, with properties calculated with the ωB97M-V functional and the def2-TZVPD basis.

Each line ends with the Mulliken charge.
CARTESIAN COORDINATES (ANGSTROEM)
1 C 1.978 -0.478 0.789  -0.6872
2 C 2.047 0.891 -0.113  -0.6611
3 C 0.913 -1.256 -0.032  -0.5205
4 C 0.575 1.126 -0.300  -0.4115
5 C -2.351 -0.090 0.068  0.7078
6 N -0.003 -0.149 -0.725  -0.2620
7 O -2.369 1.214 0.175  -0.3969
8 O -2.102 -0.711 1.165  -0.4148
9 O -2.795 -0.792 -0.969  -0.3995
10 H 2.905 -1.001 0.908  0.3574
11 H 1.527 -0.283 1.737  0.2880
12 H 2.529 1.699 0.362  0.3982
13 H 2.514 0.598 -1.070  0.2929
14 H 1.493 -1.885 -0.851  0.3142
15 H 0.320 -1.868 0.593  0.2777
16 H -0.019 1.429 0.608  0.1771
17 H 0.480 1.861 -1.078  0.3627
18 H 0.000 -0.544 -1.701  0.3145
19 H -2.577 1.718 -0.691  0.4141
20 H -1.649 0.041 1.809  0.4520
21 H -3.415 -1.520 -0.684  0.3972

HOMO energy ... -13.4 eV
Net charge ... +1
DFT total energy ... -477.88210 Ha